(1)
46
Properties=species:S:1:pos:R:3:forces:R:3:lowdin_charge:R:1 method="wB97M-V/def2-TZVPD" de_lowest_kj_mol=548.72 multiplicity=1 homo_energy_ev=-6.189 homo_lumo_gap_ev=5.46
La 0.5871 -1.8030 -0.6701 0.867 -0.217 0.957 1.97
C -1.7000 -1.5529 2.9246 0.047 0.019 -0.083 0.00
C -1.2524 -0.3555 2.1481 -0.031 -0.325 -0.538 -0.42
N -0.9368 -0.3859 0.8572 0.344 -0.310 -0.027 -0.03
C -0.4743 0.9907 0.4502 0.326 -0.154 0.311 -0.27
C -0.6910 1.7958 1.6843 -0.016 -0.540 0.242 -0.08
N -1.1314 0.8304 2.6762 0.159 0.802 -0.060 0.14
C -0.5690 3.1248 2.0209 -0.437 0.444 0.012 -0.51
O -0.9636 3.3540 3.3505 0.164 -0.053 -0.074 0.02
O -0.2487 4.1131 1.3401 0.059 -0.238 0.371 -0.01
C 0.1682 0.5950 -1.4866 -0.209 0.650 -0.617 -0.48
O 0.2554 3.0600 -2.3722 -0.121 -0.001 0.334 0.02
O 0.3643 -0.2234 -2.4485 -0.026 0.142 0.431 -0.14
H -1.7817 -2.4188 2.2687 -0.004 0.036 -0.010 0.07
H -2.6774 -1.3773 3.3736 -0.004 0.013 0.001 0.09
H -0.9960 -1.7798 3.7265 -0.007 0.005 -0.003 0.08
H -1.3590 1.0911 3.6191 -0.024 0.048 0.027 0.15
H -0.8779 4.3103 3.4493 0.020 0.006 -0.012 0.10
Cl -2.5938 -1.9410 -1.5231 -0.301 -0.089 -0.126 0.69
C -2.0156 -3.5767 -1.7750 -0.081 0.004 -0.019 -0.71
C -0.6822 -3.7539 -1.5046 -0.523 -0.649 -0.377 -0.44
C -0.1787 -5.0152 -1.6842 0.068 0.085 0.094 -0.72
Cl 1.5435 -5.1925 -1.3302 0.012 -0.051 0.014 0.62
C -0.9418 -6.0926 -2.0994 0.075 -0.203 -0.069 -0.70
Cl -0.2399 -7.6536 -2.2903 -0.076 0.041 -0.006 0.69
C -2.2977 -5.8713 -2.3631 -0.008 0.016 0.001 -0.69
Cl -3.2855 -7.1730 -2.8857 -0.019 -0.016 -0.008 0.70
C -2.8518 -4.5964 -2.2036 -0.108 -0.002 -0.031 -0.70
Cl -4.5151 -4.3025 -2.5287 0.063 -0.045 0.010 0.70
Br 3.4445 -0.7517 0.7705 -0.061 -0.136 -0.012 0.75
C 3.2785 1.1253 0.3715 0.025 -0.055 -0.031 -0.55
C 4.3581 1.9558 0.5928 0.009 0.061 0.020 -0.12
C 4.1892 3.3004 0.2923 0.000 0.010 0.013 -0.06
C 2.9855 3.7625 -0.2254 0.045 0.080 -0.012 0.00
C 1.9211 2.9021 -0.4545 -0.144 0.118 -0.118 -0.07
C 0.6519 3.4678 -1.0375 0.014 -0.090 -0.187 -0.17
C -0.6515 2.8342 -1.2656 0.280 -0.092 -0.158 -0.16
C -1.0086 1.3779 -0.9847 -0.232 -0.040 -0.168 -0.07
C 0.8893 0.7017 -0.2805 -0.379 1.011 -0.173 -0.29
C 2.0659 1.5510 -0.1364 0.247 -0.300 0.197 -0.18
H 5.2890 1.5806 0.9962 -0.036 0.003 -0.027 0.10
H 5.0044 3.9907 0.4702 -0.031 -0.024 -0.022 0.11
H 2.8666 4.8160 -0.4498 0.005 -0.029 0.012 0.12
H 0.5938 4.5391 -0.8875 0.015 -0.005 -0.054 0.14
H -1.4964 3.5116 -1.2275 -0.022 0.052 -0.024 0.16
H -2.0385 1.1351 -1.2680 0.055 0.017 0.000 0.14

***

(2)
46
Properties=species:S:1:pos:R:3:forces:R:3:lowdin_spin:R:1 method="wB97M-V/def2-TZVPD" s2=3.775 de_lowest_kj_mol=20.68 multiplicity=4 homo_energy_ev="-4.564 / -4.983" homo_lumo_gap_ev="6.78 / 6.48" total_charge=-1
Tc 0.0060 0.0492 0.4938 1.099 0.539 0.683 2.41
O -5.9770 0.0499 -0.5144 -0.048 0.073 -0.090 0.01
C -4.6433 -0.0071 -0.3083 0.262 -0.044 0.061 0.01
C -4.0777 -0.8690 0.6316 -0.056 -0.039 -0.030 0.00
C -2.7129 -0.8442 0.7972 0.135 0.036 0.133 0.01
N -1.9583 -0.0298 0.0706 -1.160 0.037 -0.228 0.00
C -2.4713 0.7804 -0.8520 0.230 -0.066 -0.027 0.01
C -3.8268 0.8293 -1.0699 -0.134 0.028 -0.089 0.00
C -1.3923 1.5674 -1.5939 -0.224 0.140 -0.119 0.01
O -1.7035 2.2722 -2.5336 0.024 -0.042 0.103 0.01
O -0.2026 1.3689 -1.1266 -0.183 -0.088 0.234 0.06
C -1.9158 -1.6573 1.8125 -0.312 -0.162 -0.020 0.01
O -2.4753 -2.5227 2.4556 0.076 0.153 -0.012 0.01
O -0.6703 -1.3112 1.8835 0.172 0.127 -0.294 0.05
H -6.4182 -0.5753 0.0685 -0.029 -0.049 0.045 0.00
H -4.6704 -1.5445 1.2360 0.020 -0.006 0.017 0.00
H -4.2367 1.4993 -1.8122 0.027 -0.016 -0.013 0.00
S 2.0836 0.2982 1.7319 -0.223 -0.148 -0.620 0.14
C 1.6637 1.2289 3.1513 -0.171 0.084 0.061 0.02
C 2.5524 1.3174 4.2256 0.007 -0.049 -0.074 0.01
C 2.2464 2.0778 5.3391 0.032 0.014 0.065 0.00
C 1.0477 2.7821 5.3940 0.021 0.028 0.019 0.01
C 0.1638 2.7135 4.3335 0.022 -0.047 -0.038 0.00
C 0.4567 1.9343 3.2122 0.060 -0.026 0.142 0.02
S -0.6860 1.8817 1.8939 0.056 -0.314 -0.365 0.04
H 3.4873 0.7726 4.1717 -0.013 -0.012 0.019 0.00
H 2.9386 2.1184 6.1716 0.012 0.007 -0.022 0.00
H 0.8064 3.3796 6.2648 -0.009 0.003 -0.012 0.00
H -0.7721 3.2590 4.3545 -0.003 -0.015 0.039 0.00
Cl -1.2374 -3.5247 -2.5943 -0.075 -0.093 -0.027 0.00
C 0.1479 -2.5493 -2.9555 0.061 0.199 0.447 0.02
C 0.7918 -2.7064 -4.1860 0.242 0.133 -0.164 0.00
C 1.8776 -1.9370 -4.5032 -0.209 -0.187 -0.002 0.02
Cl 2.6590 -2.1737 -6.0427 0.056 0.004 -0.097 0.00
C 2.3626 -0.9602 -3.6080 -0.086 0.054 0.261 0.00
C 3.4558 -0.1025 -3.8511 0.019 0.081 0.028 0.00
C 3.8188 0.8141 -2.9031 0.001 -0.049 -0.159 0.00
C 3.0864 0.8859 -1.7037 -0.128 -0.085 0.110 0.01
N 2.0748 0.0984 -1.4517 0.360 -0.051 0.348 0.04
C 1.7052 -0.8190 -2.3596 0.023 -0.109 -0.287 0.00
C 0.5873 -1.6452 -1.9896 0.003 -0.092 -0.453 0.00
O 0.0302 -1.5405 -0.8284 0.035 0.023 0.392 0.06
H 0.4287 -3.4424 -4.8895 -0.035 -0.004 0.016 0.00
H 3.9841 -0.1784 -4.7920 0.033 0.009 0.017 0.00
H 4.6542 1.4814 -3.0666 -0.008 0.017 0.002 0.00
H 3.3374 1.6028 -0.9291 0.017 0.002 0.000 0.00

***

(3)
46
Properties=species:S:1:pos:R:3:forces:R:3:lowdin_spin:R:1 method="wB97M-V/def2-TZVPD" s2=3.791 de_lowest_kj_mol=158.57 multiplicity=4 homo_energy_ev="-13.790 / -13.896" homo_lumo_gap_ev="6.77 / 4.60" total_charge=+2
Re 0.0752 -0.0437 -0.0334 -0.191 -0.677 0.074 1.77
Cl 2.2848 -7.1473 -1.1286 -0.056 -0.005 0.022 0.01
C 1.5627 -5.6246 -0.7989 -0.179 -0.236 0.064 0.01
C 0.2365 -5.5943 -0.2780 -0.032 -0.143 0.007 0.00
C -0.3980 -4.4243 0.0066 -0.130 -0.073 0.049 0.01
Cl -1.9990 -4.4080 0.6396 0.026 -0.020 -0.014 0.00
C 0.2527 -3.1816 -0.2125 0.029 -0.108 -0.029 0.02
O -0.3697 -2.0947 0.0639 0.329 0.538 -0.100 0.06
C 1.5797 -3.2324 -0.7325 -0.290 -0.393 0.094 0.02
C 2.2083 -2.0433 -0.9407 -0.023 0.513 0.019 -0.02
O 1.6721 -0.8920 -0.6966 0.908 -0.136 -0.381 0.05
C 2.2263 -4.4746 -1.0228 0.138 0.236 -0.047 -0.01
H -0.2812 -6.5297 -0.1025 0.040 0.007 -0.017 0.00
H 3.2221 -2.0244 -1.3348 0.028 0.154 -0.005 0.00
H 3.2346 -4.4891 -1.4164 -0.016 0.074 0.006 0.00
Cl 1.8776 6.7623 -0.4779 0.030 0.039 -0.009 0.11
C 1.0730 5.3005 -0.2305 -0.025 -0.036 0.007 0.21
C -0.2357 5.3190 0.2464 0.092 0.002 -0.034 0.00
C -0.9357 4.1460 0.4627 -0.195 -0.128 0.064 0.14
I -2.8667 4.1455 1.1632 0.095 -0.002 -0.034 0.07
C -0.2961 2.9023 0.1905 0.107 0.208 -0.007 0.16
O -0.8426 1.7679 0.3492 -0.307 -0.134 0.026 0.21
C 1.0444 2.8873 -0.2944 -0.011 -0.017 -0.001 0.03
N 1.5228 1.6445 -0.5103 -0.122 -0.210 0.039 0.03
C 2.7684 1.5547 -0.9725 0.006 0.069 0.022 0.00
C 3.5579 2.6765 -1.2264 -0.036 -0.009 0.014 0.02
C 3.0606 3.9398 -1.0021 0.108 0.076 -0.040 0.02
C 1.7548 4.0603 -0.5184 -0.014 0.157 0.014 0.02
H -0.7057 6.2724 0.4480 0.034 0.003 -0.012 0.00
H 3.1575 0.5663 -1.1474 -0.029 -0.001 0.009 0.00
H 4.5614 2.5321 -1.6002 -0.004 0.006 0.001 0.00
H 3.6610 4.8190 -1.1950 -0.004 -0.018 0.003 0.00
F -5.7375 -2.7869 2.4870 0.005 -0.105 0.017 0.00
C -5.7242 -1.4884 2.1841 0.027 0.028 -0.025 0.00
F -5.9889 -0.7978 3.2950 -0.006 0.049 0.072 0.00
F -6.6860 -1.2480 1.2973 -0.041 0.013 -0.061 0.00
C -4.3603 -1.0977 1.6466 -0.052 0.005 0.010 0.00
C -3.2485 -1.2728 2.4560 -0.056 -0.016 0.050 0.00
C -2.0151 -0.9243 1.9608 0.007 0.096 -0.101 0.01
N -1.8693 -0.4160 0.7262 -0.302 0.185 0.187 0.01
C -2.9456 -0.2416 -0.0522 0.162 0.026 0.064 0.01
C -4.2120 -0.5751 0.3746 -0.090 -0.028 0.007 0.00
H -3.3367 -1.6821 3.4527 -0.004 0.010 0.009 0.00
H -1.1181 -1.0591 2.5490 0.030 -0.005 -0.030 0.01
H -2.7807 0.1728 -1.0383 0.029 0.007 0.001 0.01
H -5.0602 -0.4327 -0.2782 -0.015 -0.003 -0.005 0.00